# 1
{
  "formula": "C4H6N2O",
  "method": "ωB97M-V/def2-TZVPD",
  "smiles": "Cc1c[nH]c(O)n1",
  "fmax_ev_per_a": 1.523,
  "total_charge": 0,
  "lumo_ha": 0.0289,
  "elements": ["C", "C", "C", "N", "C", "O", "N", "H", "H", "H", "H", "H", "H"],
  "coordinates": [[1.847, 0.488, 0.262], [0.643, 0.215, -0.593], [0.212, -1.088, -0.619], [-1.098, -1.028, -0.183], [-1.393, 0.289, -0.045], [-2.617, 0.670, 0.329], [-0.409, 1.078, -0.333], [1.993, 1.504, 0.642], [2.763, 0.157, -0.216], [1.459, -0.068, 1.134], [0.747, -2.034, -0.612], [-1.708, -1.801, 0.016], [-2.574, 1.636, 0.356]]
}

***

# 2
{
  "formula": "C4H6INS",
  "method": "ωB97M-V/def2-TZVPD",
  "smiles": "CC/N=C(\\I)C=S",
  "fmax_ev_per_a": 3.767,
  "total_charge": 0,
  "lumo_ha": -0.0323,
  "elements": ["C", "C", "N", "C", "I", "C", "S", "H", "H", "H", "H", "H", "H"],
  "coordinates": [[1.905, -0.646, 0.165], [0.569, -0.950, -0.476], [-0.343, 0.119, -0.675], [-1.365, 0.365, -0.043], [-2.353, -0.870, 1.332], [-1.969, 1.906, -0.023], [-3.185, 2.407, 0.839], [2.462, 0.016, -0.448], [1.911, -0.242, 1.232], [2.411, -1.589, 0.102], [0.312, -1.926, 0.058], [0.975, -1.204, -1.556], [-1.330, 2.613, -0.508]]
}

***

# 3
{
  "formula": "C17H45N3O5",
  "method": "ωB97M-V/def2-TZVPD",
  "fmax_ev_per_a": 2.910,
  "total_charge": 0,
  "lumo_ha": -0.0835,
  "elements": ["O", "H", "H", "H", "O", "H", "C", "C", "C", "O", "C", "N", "H", "H", "H", "H", "H", "H", "H", "H", "H", "H", "H", "C", "C", "C", "O", "C", "N", "H", "H", "H", "H", "H", "H", "H", "H", "H", "H", "H", "C", "C", "C", "C", "C", "C", "N", "O", "C", "C", "C", "H", "H", "H", "H", "H", "H", "H", "H", "H", "H", "H", "H", "H", "H", "H", "H", "H", "H", "H"],
  "coordinates": [[-3.854, -4.318, -3.822], [-4.720, -4.674, -3.611], [-3.977, -3.843, -4.647], [-3.644, -3.639, -3.177], [-3.101, -0.557, -1.264], [-2.555, 0.095, -0.783], [-1.745, 5.738, -2.566], [-2.990, 5.909, -3.425], [-2.934, 7.237, -4.229], [-3.016, 8.350, -3.340], [-3.121, 9.627, -4.013], [-3.168, 4.769, -4.317], [-1.652, 6.593, -1.896], [-0.758, 5.766, -3.028], [-1.808, 4.809, -2.000], [-3.830, 5.980, -2.734], [-3.821, 7.207, -4.862], [-1.976, 7.286, -4.746], [-2.141, 9.636, -4.489], [-3.205, 10.376, -3.225], [-3.940, 9.887, -4.684], [-3.071, 4.077, -3.587], [-2.280, 4.730, -4.797], [-4.730, 1.093, 5.727], [-3.881, 0.923, 4.523], [-2.388, 0.569, 4.783], [-1.810, 1.576, 5.621], [-0.525, 1.205, 6.092], [-4.428, -0.170, 3.744], [-5.772, 1.379, 5.582], [-4.295, 1.739, 6.490], [-4.856, 0.168, 6.289], [-3.882, 1.921, 4.085], [-1.871, 0.271, 3.871], [-2.343, -0.255, 5.495], [0.073, 0.668, 5.356], [-0.579, 0.453, 6.879], [-0.031, 2.095, 6.484], [-4.305, -1.122, 4.057], [-3.914, -0.123, 2.876], [4.110, -1.097, -0.329], [4.449, -2.587, -0.531], [5.244, -2.969, 0.721], [5.317, -4.502, 1.002], [3.914, -5.075, 0.991], [3.103, -4.798, -0.256], [3.160, -3.333, -0.534], [2.288, -2.994, -1.600], [3.481, -5.735, -1.436], [1.654, -5.173, 0.218], [5.303, -2.712, -1.812], [3.573, -1.031, 0.617], [3.340, -0.788, -1.036], [4.924, -0.386, -0.180], [6.281, -2.703, 0.515], [4.992, -2.405, 1.619], [5.834, -4.710, 1.938], [5.965, -4.888, 0.215], [3.356, -4.712, 1.855], [3.984, -6.159, 1.077], [2.997, -6.695, -1.254], [3.152, -5.356, -2.404], [4.554, -5.907, -1.518], [1.065, -5.476, -0.648], [1.547, -6.076, 0.818], [1.226, -4.390, 0.845], [5.727, -3.708, -1.937], [6.115, -1.986, -1.832], [4.649, -2.505, -2.660], [1.539, -2.571, -1.175]]
}

***

# 4
{
  "formula": "C36H49F14NO28S2",
  "method": "ωB97M-V/def2-TZVPD",
  "smiles": "C[C@H](O)CNCCO[C@@]1([C@H](C)F)OS(=O)(=O)O[C@]1(O)CCC(F)(F)C(F)(F)C(F)(F)C(F)(F)S(F)(F)(F)(F)F.O=C1OCCO1.O=C1OCCO1.O=C1OCCO1.O=C1OCCO1.O=C1OCCO1.O=C1OCCO1.O=C1OCCO1",
  "fmax_ev_per_a": 1.876,
  "total_charge": 0,
  "lumo_ha": -0.0025,
  "elements": ["C", "C", "O", "C", "N", "C", "C", "O", "C", "C", "C", "F", "O", "S", "O", "O", "O", "C", "O", "C", "C", "C", "F", "F", "C", "F", "F", "C", "F", "F", "C", "F", "F", "S", "F", "F", "F", "F", "F", "H", "H", "H", "H", "H", "H", "H", "H", "H", "H", "H", "H", "H", "H", "H", "H", "H", "H", "H", "H", "H", "O", "C", "O", "C", "C", "O", "H", "H", "H", "H", "O", "C", "O", "C", "C", "O", "H", "H", "H", "H", "O", "C", "O", "C", "C", "O", "H", "H", "H", "H", "O", "C", "O", "C", "C", "O", "H", "H", "H", "H", "O", "C", "O", "C", "C", "O", "H", "H", "H", "H", "O", "C", "O", "C", "C", "O", "H", "H", "H", "H", "O", "C", "O", "C", "C", "O", "H", "H", "H", "H"],
  "coordinates": [[5.143, 2.021, 2.821], [6.193, 1.418, 1.876], [6.878, 2.488, 1.227], [5.633, 0.473, 0.794], [5.718, -0.918, 1.214], [6.063, -1.868, 0.165], [4.977, -2.946, -0.105], [3.696, -2.480, 0.291], [2.680, -2.986, -0.482], [2.376, -1.990, -1.592], [1.459, -2.496, -2.700], [3.543, -1.544, -2.172], [2.963, -4.263, -1.076], [2.387, -5.486, -0.233], [1.517, -6.273, -1.003], [3.478, -6.072, 0.435], [1.480, -4.665, 0.816], [1.462, -3.276, 0.487], [1.649, -2.472, 1.606], [0.072, -2.964, -0.063], [-1.000, -2.922, 1.023], [-2.204, -2.150, 0.515], [-2.374, -2.402, -0.804], [-3.281, -2.571, 1.191], [-2.043, -0.634, 0.789], [-0.768, -0.236, 0.722], [-2.437, -0.439, 2.053], [-2.983, 0.269, -0.095], [-3.333, 1.317, 0.647], [-4.089, -0.448, -0.337], [-2.256, 0.756, -1.374], [-1.443, -0.166, -1.886], [-1.476, 1.775, -0.999], [-3.395, 1.383, -2.777], [-2.776, 2.836, -2.702], [-4.509, 1.796, -1.750], [-3.995, -0.057, -2.962], [-2.284, 1.027, -3.855], [-4.319, 1.884, -3.932], [5.337, 1.680, 3.830], [4.126, 1.727, 2.591], [5.250, 3.088, 2.848], [6.950, 0.881, 2.436], [6.291, 2.866, 0.569], [4.590, 0.744, 0.644], [6.200, 0.675, -0.111], [6.336, -1.020, 2.000], [6.205, -1.358, -0.780], [6.989, -2.362, 0.436], [5.013, -3.154, -1.168], [5.231, -3.871, 0.402], [1.928, -1.126, -1.114], [2.083, -2.682, -3.563], [0.803, -1.688, -2.992], [0.911, -3.385, -2.443], [1.594, -3.041, 2.380], [0.094, -2.047, -0.632], [-0.200, -3.744, -0.762], [-1.363, -3.928, 1.152], [-0.654, -2.540, 1.963], [-9.227, -3.268, -1.713], [-8.333, -2.543, -1.987], [-7.747, -2.464, -3.210], [-6.877, -1.329, -3.215], [-6.573, -1.148, -1.742], [-7.749, -1.674, -1.121], [-5.992, -1.527, -3.813], [-7.410, -0.477, -3.642], [-5.713, -1.732, -1.419], [-6.424, -0.109, -1.463], [0.456, 8.073, 5.614], [-0.433, 8.311, 4.866], [-0.580, 7.761, 3.637], [-1.875, 8.127, 3.143], [-2.176, 9.387, 3.922], [-1.435, 9.180, 5.128], [-1.845, 8.285, 2.069], [-2.574, 7.323, 3.365], [-1.802, 10.285, 3.429], [-3.233, 9.515, 4.137], [-1.007, 4.927, -8.909], [-1.176, 4.223, -7.970], [-0.721, 2.952, -7.866], [-0.930, 2.511, -6.519], [-2.062, 3.405, -6.062], [-1.865, 4.581, -6.857], [-1.184, 1.455, -6.492], [-0.012, 2.669, -5.948], [-3.043, 2.988, -6.287], [-2.012, 3.643, -5.004], [-1.751, -3.739, 3.619], [-1.375, -4.857, 3.773], [-1.363, -5.792, 2.798], [-0.624, -6.927, 3.278], [-0.753, -6.779, 4.777], [-0.894, -5.359, 4.934], [-1.051, -7.852, 2.905], [0.406, -6.850, 2.934], [-1.646, -7.265, 5.173], [0.117, -7.143, 5.315], [1.508, -9.289, 3.421], [2.396, -8.788, 4.027], [3.278, -9.458, 4.801], [4.326, -8.553, 5.170], [3.649, -7.205, 5.042], [2.663, -7.457, 4.035], [4.676, -8.761, 6.177], [5.155, -8.674, 4.472], [3.145, -6.900, 5.961], [4.325, -6.414, 4.730], [5.524, 4.232, 4.842], [4.895, 5.236, 4.930], [3.835, 5.595, 4.155], [3.251, 6.781, 4.741], [4.408, 7.358, 5.518], [5.173, 6.200, 5.840], [2.883, 7.452, 3.970], [2.421, 6.493, 5.383], [5.026, 8.028, 4.919], [4.094, 7.877, 6.420], [-7.120, 3.668, -5.768], [-6.550, 4.039, -6.740], [-5.273, 3.701, -7.054], [-5.013, 4.146, -8.394], [-6.024, 5.259, -8.564], [-7.077, 4.853, -7.681], [-3.986, 4.488, -8.496], [-5.183, 3.314, -9.079], [-5.641, 6.225, -8.233], [-6.389, 5.351, -9.583]]
}